53
Properties=species:S:1:pos:R:3:mulliken_charge:R:1 method="wB97M-V/def2-TZVPD" charge=-1 homo_lumo_gap_ha=0.2329 largest_force_ev_per_a=1.174 homo_ev=-4.4 lumo_energy_ev=1.95
H -2.85840 3.68118 5.03603 0.3740
C -2.17700 0.39348 5.35853 -0.6265
H 1.97300 3.69998 0.52993 0.4395
S 0.35520 -0.11982 -2.83517 -0.3788
C 1.12110 -3.05902 0.86693 -0.1370
H 4.86070 3.60198 -3.26857 0.3826
C -2.35320 -0.18782 -2.03997 0.6473
H -3.27970 1.77308 6.55133 0.3693
C -4.11290 -0.14412 -3.71077 -0.5600
C -1.64530 2.53658 3.69333 -0.3652
O 0.21250 -0.06592 1.93383 -0.8282
C -1.82100 -0.13152 -4.38707 -0.7847
H 4.47490 -0.46382 -2.00547 0.3801
C -3.70200 -0.17802 -2.39407 -0.7948
H -3.45620 -0.10932 -5.76087 0.3397
C 0.52690 -5.21692 0.00733 -0.0109
N 0.52180 -2.46792 -0.14567 0.0148
C -0.19940 1.11948 2.23073 1.0785
H -5.16920 -0.12392 -3.94787 0.3406
C 1.14000 -4.43932 0.97533 -0.5940
C -1.38530 0.19828 4.22683 0.2020
C 4.79150 1.52428 -2.72097 -0.4980
O 2.61820 -0.07322 -0.34387 -0.8630
H 5.57490 1.23618 -3.40907 0.3567
C 4.40600 2.85748 -2.63257 -0.5383
H -1.44170 3.35818 3.02273 0.4588
H -0.55850 -2.62502 -1.87487 0.2141
H 0.53500 -6.29642 0.06763 0.3935
C -0.10260 -4.56982 -1.04517 -1.0153
C 3.14370 0.88958 -1.04177 0.3592
H -1.06400 -0.11142 -5.15907 0.3899
C 1.84520 2.70988 0.07373 -0.2143
H -2.37130 -0.46292 5.98563 0.4170
H -0.59770 -5.13232 -1.82427 0.4135
N 0.95160 1.92198 0.54213 0.3594
C 4.19070 0.57568 -1.93307 -0.3953
H -4.42680 -0.19292 -1.59177 0.3938
C -2.68850 1.63808 5.65503 -0.3151
H -0.41070 -0.95842 3.13513 0.4729
C -3.16060 -0.12942 -4.71947 -0.5233
O -0.92440 -1.03962 3.98413 -0.7798
C 2.78290 2.27068 -0.93117 0.4125
In 0.46590 -0.03612 -0.33027 1.2451
C -0.08170 -3.18402 -1.07747 0.1811
C -1.08860 1.29418 3.39433 0.0516
N 0.18390 2.20998 1.60783 -1.0290
H 1.58530 -2.40012 1.58783 0.5371
C -1.38710 -0.15102 -3.06217 0.4238
C -2.43710 2.71138 4.81093 -0.7067
I 2.10080 -5.36472 2.60573 0.0545
H 3.13520 4.25768 -1.64317 0.3788
C 3.43470 3.21838 -1.72677 -0.7539
S -2.03080 -0.24262 -0.32027 -0.3697